# 1
This record from the OMol25 dataset describes a structure of composition C24H39BaN12P at a distorted geometry. The level of theory is ωB97M-V with the def2-TZVPD basis set.

Cartesian coordinates (Å):
1 Ba 0.30 -0.21 -0.17
2 C -2.17 4.16 3.65
3 N -1.42 3.65 2.50
4 C -0.79 4.43 1.58
5 C -0.23 3.57 0.67
6 N -0.51 2.28 1.02
7 C -1.24 2.35 2.13
8 P -2.01 1.00 3.07
9 C -0.61 -0.12 3.40
10 N 0.25 -0.64 2.52
11 C 1.12 -1.40 3.25
12 C 0.78 -1.35 4.57
13 N -0.32 -0.54 4.65
14 C -1.02 -0.21 5.89
15 C -2.94 0.13 1.77
16 N -2.53 -0.25 0.56
17 C -3.63 -0.78 -0.05
18 C -4.71 -0.71 0.79
19 N -4.26 -0.14 1.94
20 C -5.09 0.13 3.11
21 H -2.06 5.24 3.66
22 H -3.22 3.90 3.56
23 H -1.76 3.75 4.57
24 H -0.80 5.50 1.65
25 H 0.35 3.83 -0.20
26 H 1.94 -1.94 2.80
27 H 1.20 -1.81 5.45
28 H -0.52 -0.72 6.70
29 H -0.99 0.86 6.06
30 H -2.05 -0.55 5.83
31 H -3.61 -1.16 -1.06
32 H -5.74 -1.01 0.67
33 H -6.07 -0.29 2.92
34 H -4.66 -0.34 3.99
35 H -5.18 1.20 3.26
36 C 2.90 -4.78 -2.42
37 N 1.48 -4.54 -2.63
38 C 0.68 -5.64 -3.16
39 C -0.72 -5.04 -3.16
40 N -0.62 -4.13 -2.03
41 C -1.71 -3.25 -1.67
42 C 0.68 -3.72 -1.88
43 N 0.94 -2.67 -1.15
44 C 2.26 -2.17 -0.85
45 C 2.62 -0.85 -1.65
46 N 2.89 0.27 -0.77
47 C 4.08 0.60 -0.37
48 N 4.23 1.63 0.53
49 C 3.12 2.07 1.33
50 C 5.57 1.59 1.09
51 C 6.34 0.93 -0.05
52 N 5.31 0.08 -0.65
53 C 5.67 -0.66 -1.85
54 H 3.19 -5.61 -3.05
55 H 3.13 -5.04 -1.39
56 H 3.49 -3.92 -2.73
57 H 0.74 -6.52 -2.51
58 H 1.01 -5.91 -4.16
59 H -1.50 -5.78 -3.00
60 H -0.92 -4.50 -4.09
61 H -2.65 -3.78 -1.81
62 H -1.72 -2.34 -2.29
63 H -1.64 -2.98 -0.62
64 H 3.08 -2.87 -0.95
65 H 2.30 -1.91 0.22
66 H 1.74 -0.61 -2.27
67 H 3.37 -1.07 -2.40
68 H 2.30 2.37 0.68
69 H 3.41 2.94 1.90
70 H 2.77 1.29 2.02
71 H 5.60 0.97 1.99
72 H 5.94 2.58 1.32
73 H 7.18 0.33 0.30
74 H 6.70 1.67 -0.77
75 H 6.75 -0.79 -1.85
76 H 5.39 -0.14 -2.76
77 H 5.24 -1.66 -1.84

Properties
* HOMO level: -13.396 eV
* charge: +2
* DFT total energy: -1961.5133 Eh
* orbital gap: 9.14 eV

# 2
This record from the OMol25 dataset describes a structure of composition C24H39Cl6N6O3S2SiSn. The level of theory is ωB97M-V with the def2-TZVPD basis set.

Cartesian coordinates (Å):
1 Sn 1.08 -0.37 1.65
2 Cl 0.01 -2.80 3.69
3 C 0.96 -1.60 4.49
4 C 1.41 -0.49 3.77
5 C 2.08 0.50 4.47
6 Cl 2.55 1.96 3.64
7 C 2.36 0.39 5.83
8 Cl 3.21 1.63 6.65
9 C 1.95 -0.76 6.51
10 Cl 2.33 -0.94 8.17
11 C 1.24 -1.75 5.84
12 Cl 0.71 -3.14 6.69
13 C 0.61 1.36 -2.70
14 C 0.24 -0.10 -2.47
15 C 1.48 -0.97 -2.60
16 C -0.84 -0.55 -3.43
17 O -0.20 -0.26 -1.09
18 Si -1.67 0.07 -0.44
19 S -1.28 0.05 1.68
20 O -2.14 1.55 -0.95
21 C -3.46 2.11 -1.15
22 C -4.08 1.49 -2.40
23 C -3.24 3.59 -1.37
24 C -4.32 1.86 0.08
25 O -2.85 -0.96 -0.81
26 C -3.25 -2.31 -0.45
27 C -3.96 -2.86 -1.68
28 C -4.20 -2.21 0.73
29 C -2.03 -3.15 -0.10
30 H 0.98 1.49 -3.72
31 H 1.39 1.67 -2.01
32 H -0.26 2.01 -2.56
33 H 1.89 -0.89 -3.61
34 H 1.23 -2.02 -2.40
35 H 2.24 -0.66 -1.88
36 H -0.48 -0.49 -4.45
37 H -1.73 0.08 -3.35
38 H -1.13 -1.58 -3.22
39 H -3.46 1.69 -3.27
40 H -5.07 1.92 -2.58
41 H -4.20 0.41 -2.28
42 H -2.57 3.76 -2.22
43 H -2.80 4.04 -0.48
44 H -4.19 4.09 -1.58
45 H -4.50 0.80 0.22
46 H -5.28 2.37 -0.02
47 H -3.82 2.25 0.97
48 H -4.79 -2.22 -1.95
49 H -4.34 -3.86 -1.47
50 H -3.27 -2.92 -2.52
51 H -5.08 -1.62 0.46
52 H -3.71 -1.75 1.58
53 H -4.54 -3.21 1.02
54 H -1.30 -3.12 -0.91
55 H -2.33 -4.19 0.05
56 H -1.56 -2.79 0.81
57 S 3.72 0.03 1.33
58 C 4.59 -0.95 0.20
59 N 5.74 -0.45 -0.24
60 C 6.62 -1.12 -1.20
61 C 5.78 -2.05 -2.07
62 C 4.95 -2.95 -1.17
63 N 4.19 -2.13 -0.23
64 H 6.01 0.44 0.14
65 H 7.39 -1.68 -0.67
66 H 7.11 -0.36 -1.80
67 H 6.43 -2.64 -2.71
68 H 5.13 -1.45 -2.71
69 H 5.59 -3.64 -0.62
70 H 4.24 -3.54 -1.75
71 H 3.30 -2.46 0.11
72 Cl 1.25 -2.49 0.63
73 N -1.27 3.57 1.71
74 C -0.40 4.39 1.11
75 N -0.64 5.70 1.09
76 N 0.71 3.97 0.51
77 C 0.98 2.72 0.63
78 N 1.22 1.59 0.75
79 H -2.08 3.92 2.20
80 H -1.15 2.57 1.67
81 H -1.46 6.11 1.51
82 H 0.02 6.30 0.64

Properties
* HOMO level: -11.252 eV
* charge: +1
* energy above the lowest of the compared OMol25 structures with the same formula, charge and spin: 0.415 eV
* DFT total energy: -5553.6438 Eh
* orbital gap: 8.52 eV

# 3
This record from the OMol25 dataset describes a structure of composition C24H39HgN6O2S2 at a distorted geometry. The level of theory is ωB97M-V with the def2-TZVPD basis set.

Cartesian coordinates (Å):
1 Hg 0.85 -0.72 0.19
2 C -1.14 -2.24 3.53
3 N -1.43 -1.33 2.40
4 C -2.01 -2.11 1.30
5 C -3.54 -2.19 1.41
6 N -4.14 -2.56 0.15
7 C -4.13 -3.98 -0.05
8 C -4.90 -1.61 -0.51
9 C -6.05 -1.04 0.07
10 C -6.75 -0.09 -0.64
11 C -6.34 0.35 -1.84
12 C -5.22 -0.21 -2.46
13 C -4.45 -1.21 -1.83
14 S -3.26 -1.99 -2.76
15 C -1.69 0.04 2.52
16 C -1.84 0.74 3.73
17 C -2.08 2.09 3.83
18 C -1.94 2.86 2.71
19 C -1.68 2.26 1.46
20 C -1.55 0.92 1.30
21 S -1.34 0.35 -0.37
22 H -0.99 -3.23 3.06
23 H -0.22 -1.98 4.03
24 H -1.92 -2.37 4.31
25 H -1.55 -3.12 1.31
26 H -1.76 -1.65 0.29
27 H -3.82 -1.17 1.70
28 H -3.89 -2.86 2.21
29 H -4.93 -4.46 0.63
30 H -3.15 -4.46 -0.04
31 H -4.52 -4.18 -1.08
32 H -6.38 -1.40 1.07
33 H -7.59 0.42 -0.18
34 H -7.01 1.02 -2.44
35 H -4.86 0.08 -3.45
36 H -2.04 0.18 4.64
37 H -2.53 2.45 4.77
38 H -2.08 3.95 2.76
39 H -1.54 2.98 0.62
40 N 3.01 1.43 -2.47
41 C 4.44 1.68 -2.74
42 C 5.27 1.46 -1.46
43 C 4.76 2.49 -0.39
44 N 3.44 1.94 0.14
45 C 4.62 3.95 -0.87
46 C 4.17 4.13 -2.38
47 N 2.73 4.12 -2.48
48 C 4.74 3.02 -3.29
49 H 2.74 0.40 -2.48
50 H 2.48 1.86 -3.19
51 H 2.72 1.83 -1.54
52 H 4.78 0.89 -3.50
53 H 6.29 1.61 -1.80
54 H 5.17 0.46 -1.10
55 H 5.54 2.48 0.42
56 H 3.17 2.32 1.06
57 H 3.61 0.94 0.32
58 H 5.69 4.29 -0.95
59 H 4.07 4.55 -0.10
60 H 4.61 5.05 -2.70
61 H 2.43 4.41 -3.41
62 H 2.35 4.84 -1.81
63 H 5.84 3.18 -3.14
64 H 4.52 3.19 -4.37
65 N -0.43 -5.73 2.24
66 C 4.48 -2.32 -0.48
67 C 3.28 -1.54 -0.50
68 O 2.77 -1.17 -1.57
69 O 2.84 -1.17 0.67
70 H -0.34 -5.56 1.30
71 H 0.47 -5.58 2.70
72 H -0.69 -6.64 2.50
73 H 4.99 -2.61 0.42
74 H 4.87 -2.73 -1.39

Properties
* HOMO level (spin up / spin down): -5.535 / -5.535 eV
* charge: 0
* multiplicity: 2
* DFT total energy: -2366.5569 Eh
* orbital gap (spin up / spin down): 5.70 / 3.83 eV

# 4
This record from the OMol25 dataset describes a structure of composition C24H39HoN2O7 at a distorted geometry. The level of theory is ωB97M-V with the def2-TZVPD basis set.

Cartesian coordinates (Å):
1 Ho 0.40 0.18 0.74
2 C -1.29 -2.03 2.52
3 C -1.46 -2.66 1.13
4 O -0.52 -2.08 0.23
5 C 0.31 -2.96 -0.53
6 C 1.76 -2.45 -0.43
7 O 1.84 -1.07 -0.80
8 C 1.94 -0.83 -2.20
9 C 2.15 0.68 -2.36
10 O 1.21 1.42 -1.59
11 C 0.17 2.01 -2.35
12 C -0.80 0.95 -2.88
13 O -1.00 -0.01 -1.84
14 C -2.32 -0.51 -1.76
15 C -3.15 0.33 -0.78
16 O -2.41 0.41 0.44
17 C -3.24 0.62 1.58
18 C -2.53 0.03 2.83
19 O -1.30 -0.60 2.50
20 H -2.06 -2.41 3.20
21 H -0.30 -2.30 2.90
22 H -2.47 -2.49 0.74
23 H -1.30 -3.74 1.23
24 H -0.03 -2.95 -1.57
25 H 0.28 -3.98 -0.15
26 H 2.43 -3.06 -1.04
27 H 2.07 -2.46 0.62
28 H 1.04 -1.17 -2.72
29 H 2.81 -1.36 -2.63
30 H 2.10 0.96 -3.42
31 H 3.14 0.95 -1.98
32 H 0.57 2.60 -3.18
33 H -0.36 2.68 -1.67
34 H -0.38 0.44 -3.75
35 H -1.74 1.43 -3.16
36 H -2.24 -1.54 -1.38
37 H -2.81 -0.54 -2.74
38 H -4.11 -0.16 -0.63
39 H -3.32 1.33 -1.18
40 H -4.21 0.13 1.43
41 H -3.43 1.70 1.71
42 H -3.20 -0.66 3.34
43 H -2.29 0.84 3.53
44 N -0.28 2.59 1.54
45 C 0.84 3.23 2.20
46 C 0.65 4.22 3.14
47 C 1.75 4.83 3.78
48 C 3.02 4.45 3.47
49 C 3.25 3.41 2.54
50 C 4.54 2.91 2.27
51 C 4.67 1.85 1.41
52 C 3.52 1.31 0.82
53 N 2.30 1.75 1.03
54 C 2.15 2.79 1.89
55 H -0.46 3.10 0.67
56 H -1.11 2.73 2.13
57 H -0.34 4.54 3.41
58 H 1.57 5.59 4.52
59 H 3.87 4.90 3.96
60 H 5.39 3.35 2.77
61 H 5.64 1.43 1.20
62 H 3.62 0.45 0.17
63 C 2.25 0.32 4.08
64 C 1.99 -1.00 3.34
65 C 3.30 -1.80 3.26
66 O 1.46 -0.82 2.06
67 H 2.45 0.13 5.13
68 H 1.38 0.98 4.00
69 H 3.12 0.81 3.66
70 H 1.27 -1.58 3.96
71 H 3.12 -2.80 2.86
72 H 3.75 -1.90 4.24
73 H 4.00 -1.29 2.60

Properties
* HOMO level (spin up / spin down): -14.045 / -14.044 eV
* charge: +2
* energy above the lowest of the compared OMol25 structures with the same formula, charge and spin: 0.510 eV
* multiplicity: 5
* DFT total energy: -2521.7908 Eh
* orbital gap (spin up / spin down): 8.76 / 8.76 eV

# 5
This record from the OMol25 dataset describes a structure of composition C24H39N2O6PtSe3SiTe at a distorted geometry. The level of theory is ωB97M-V with the def2-TZVPD basis set.

Cartesian coordinates (Å):
1 Pt 0.19 0.62 0.09
2 O 0.83 7.51 -0.24
3 C 0.26 6.86 0.88
4 C 0.34 5.37 0.73
5 C -0.16 4.55 1.78
6 C -0.16 3.19 1.61
7 N 0.31 2.60 0.51
8 C 0.88 3.36 -0.49
9 C 0.86 4.77 -0.38
10 C 1.44 2.61 -1.54
11 C 2.12 3.18 -2.65
12 C 2.62 2.39 -3.64
13 C 3.39 2.98 -4.78
14 O 4.79 2.75 -4.67
15 C 2.46 0.99 -3.53
16 C 1.82 0.47 -2.43
17 N 1.32 1.23 -1.45
18 H 0.72 8.46 -0.13
19 H -0.80 7.14 1.00
20 H 0.78 7.14 1.81
21 H -0.55 4.99 2.69
22 H -0.55 2.52 2.35
23 H 1.25 5.39 -1.18
24 H 2.23 4.25 -2.70
25 H 3.19 4.06 -4.84
26 H 3.09 2.53 -5.73
27 H 5.01 2.74 -3.73
28 H 2.84 0.31 -4.29
29 H 1.70 -0.60 -2.31
30 Se -1.91 -2.47 -0.33
31 Se -1.72 -4.23 -1.65
32 Te 1.80 -3.06 -1.37
33 Se 0.35 -1.77 0.16
34 C -3.94 4.05 1.21
35 C -3.79 2.58 0.83
36 C -2.85 2.43 -0.37
37 C -5.17 2.01 0.48
38 O -3.28 1.92 1.97
39 Si -2.59 0.44 2.20
40 O -1.13 0.25 1.61
41 O -3.57 -0.73 1.58
42 C -4.65 -1.50 2.09
43 C -5.68 -0.65 2.84
44 C -5.31 -2.16 0.88
45 C -4.08 -2.58 3.02
46 O -2.64 0.21 3.84
47 C -2.47 0.98 5.01
48 C -2.02 0.01 6.09
49 C -1.41 2.07 4.81
50 C -3.80 1.63 5.38
51 H -4.32 4.63 0.37
52 H -2.97 4.45 1.51
53 H -4.63 4.15 2.05
54 H -3.39 2.62 -1.30
55 H -2.44 1.42 -0.41
56 H -2.01 3.13 -0.31
57 H -5.60 2.56 -0.36
58 H -5.84 2.10 1.34
59 H -5.08 0.96 0.21
60 H -6.30 -0.09 2.15
61 H -5.18 0.05 3.51
62 H -6.32 -1.30 3.44
63 H -5.61 -1.39 0.16
64 H -6.20 -2.71 1.19
65 H -4.63 -2.84 0.39
66 H -3.58 -2.12 3.87
67 H -3.36 -3.18 2.48
68 H -4.88 -3.23 3.38
69 H -1.08 -0.46 5.81
70 H -2.77 -0.77 6.23
71 H -1.88 0.54 7.04
72 H -0.47 1.62 4.51
73 H -1.25 2.61 5.75
74 H -1.74 2.78 4.05
75 H -4.56 0.86 5.54
76 H -4.13 2.28 4.57
77 H -3.70 2.21 6.29

Properties
* HOMO level (spin up / spin down): -2.148 / -2.749 eV
* charge: -1
* energy above the lowest of the compared OMol25 structures with the same formula, charge and spin: 0.087 eV
* DFT total energy: -9380.2898 Eh
* orbital gap (spin up / spin down): 2.44 / 3.61 eV

# 6
This record from the OMol25 dataset describes the molecule C24H39N3OS. The level of theory is ωB97M-V with the def2-TZVPD basis set.

Cartesian coordinates (Å):
1 C 4.20 5.66 0.47
2 C 2.96 5.01 -0.03
3 C 2.57 4.79 -1.31
4 C 1.31 4.16 -1.41
5 C 0.76 3.86 -0.21
6 S 1.78 4.41 1.09
7 C -0.61 3.32 0.02
8 O -1.57 3.90 -0.45
9 N -0.74 2.19 0.75
10 C 0.34 1.35 1.20
11 H 1.27 1.92 1.20
12 C 0.54 0.10 0.32
13 C 0.94 0.47 -1.10
14 C 1.18 -0.80 -1.91
15 C 2.22 -1.66 -1.20
16 N 1.75 -2.00 0.12
17 C 1.61 -0.81 0.93
18 H 1.32 -1.10 1.94
19 H 2.56 -0.25 1.00
20 C 2.41 -3.10 0.79
21 C 3.94 -2.98 0.97
22 C 4.48 -4.39 0.73
23 H 5.53 -4.39 0.44
24 C 3.57 -4.92 -0.37
25 H 3.62 -6.01 -0.47
26 H 3.85 -4.48 -1.33
27 C 2.19 -4.45 0.06
28 H 1.50 -4.33 -0.77
29 H 1.75 -5.17 0.75
30 H 4.37 -4.99 1.63
31 H 4.21 -2.60 1.95
32 H 4.35 -2.30 0.22
33 H 1.94 -3.16 1.78
34 H 2.39 -2.58 -1.77
35 H 3.17 -1.10 -1.17
36 H 0.25 -1.37 -1.98
37 H 1.52 -0.56 -2.92
38 H 0.17 1.08 -1.58
39 H 1.86 1.06 -1.08
40 H -0.39 -0.47 0.29
41 H 0.14 1.04 2.23
42 C -2.10 1.73 0.99
43 H -2.07 0.95 1.76
44 H -2.67 2.58 1.36
45 C -2.78 1.15 -0.26
46 N -3.78 0.16 0.10
47 C -4.13 -0.70 -1.01
48 C -5.04 -1.83 -0.54
49 C -6.31 -1.25 0.07
50 C -5.92 -0.29 1.19
51 C -4.97 0.78 0.66
52 H -4.68 1.44 1.47
53 H -5.49 1.38 -0.11
54 H -5.41 -0.85 1.98
55 H -6.81 0.18 1.61
56 H -6.94 -2.06 0.46
57 H -6.87 -0.72 -0.69
58 H -4.50 -2.42 0.21
59 H -5.27 -2.48 -1.39
60 H -3.20 -1.12 -1.42
61 H -4.63 -0.13 -1.82
62 H -2.02 0.65 -0.86
63 H -3.19 1.97 -0.86
64 H 0.84 3.92 -2.35
65 H 3.16 5.09 -2.16
66 H 3.96 6.55 1.05
67 H 4.84 5.94 -0.37
68 H 4.76 4.99 1.12

Properties
* HOMO level: -8.292 eV
* charge: 0
* SMILES string: Cc1ccc(C(=O)N(CCN2CCCCC2)C[C@H]2CCCN(C3CCCC3)C2)s1
* energy above the lowest of the compared OMol25 structures with the same formula, charge and spin: 0.076 eV
* DFT total energy: -1575.6181 Eh
* orbital gap: 8.93 eV